10
Properties=species:S:1:pos:R:3 method="wB97M-V/def2-TZVPD" gap_ev="6.592 / 6.898" lumo_ev="4.128 / 4.117" charge=-1 total_energy_ev=-17570.714 relative_energy_kcal_mol=58.1
H -0.29323 -1.36239 1.21246
O -3.78475 -1.12594 0.42490
P -2.90745 0.03874 0.10450
H 0.38292 -0.29766 -1.35555
C -0.09231 -0.34257 0.79972
O -1.72513 -0.32905 -1.04023
C -0.40176 0.11240 -0.64296
H 0.72679 0.31909 1.20727
O -3.32336 1.43829 0.02271
H -0.33560 1.12576 -0.84253